{"formula": "C4H10NOS", "method": "ωB97M-V/def2-TZVPD", "e_homo_ha": -0.4841, "homo_lumo_gap_ha": 0.34351, "lumo_energy_ha": -0.141, "e_above_lowest_ev": 3.9089, "total_energy_ev": -18673.1972, "charge": 1, "elements": ["S", "O", "N", "C", "C", "C", "C", "H", "H", "H", "H", "H", "H", "H", "H", "H", "H"], "xyz": [[-1.315, -1.371, -0.141], [-0.128, -2.004, 2.212], [0.708, 0.639, -0.845], [1.110, 0.565, -2.386], [0.804, -0.407, -0.077], [-2.355, -1.513, 2.476], [-1.284, -1.544, 1.651], [-0.462, -2.761, 2.858], [1.080, 1.652, -2.688], [2.037, 0.136, -2.615], [0.638, -0.348, 1.045], [-0.979, -2.636, -0.076], [1.456, -1.277, -0.281], [0.218, 0.110, -2.886], [-2.046, -1.789, 3.439], [0.196, 1.431, -0.514], [-3.393, -1.672, 2.176]], "forces_ev_per_a": [[-0.3, -0.4, 1.2], [-0.1, -2.2, 1.1], [2.1, -1.2, -2.5], [-3.9, 2.8, 1.7], [0.4, -0.2, 2.2], [0.3, -0.6, -2.6], [-2.5, -0.1, 1.6], [1.5, 2.3, -1.8], [0.3, -1.2, 0.2], [1.2, -0.8, 0.3], [0.3, 0.5, -1.6], [0.2, -1.1, -1.0], [-0.6, 0.7, -0.6], [1.0, 0.0, 0.3], [-0.3, 0.0, 1.6], [-0.1, 0.5, -0.1], [0.4, 0.9, 0.0]]}


{"formula": "C4H10NOS", "method": "ωB97M-V/def2-TZVPD", "e_homo_ha": -0.5185, "homo_lumo_gap_ha": 0.37370, "lumo_energy_ha": -0.145, "e_above_lowest_ev": 2.1577, "total_energy_ev": -18674.9485, "charge": 1, "elements": ["S", "O", "N", "C", "C", "C", "C", "H", "H", "H", "H", "H", "H", "H", "H", "H", "H"], "xyz": [[3.562, 0.611, 0.194], [-1.599, 0.718, 0.621], [1.148, 0.683, -0.313], [2.761, -1.033, -0.058], [-2.709, 0.124, -0.080], [1.314, -0.802, -0.234], [2.186, 1.430, -0.068], [0.084, 0.997, -0.469], [-1.896, 1.173, 1.473], [2.145, 2.579, -0.044], [0.973, -1.067, -1.195], [-2.557, -0.995, -0.318], [-3.593, 0.111, 0.471], [-3.002, 0.612, -0.907], [3.231, -1.358, -0.910], [0.723, -1.267, 0.459], [3.100, -1.692, 0.791]], "forces_ev_per_a": [[2.1, -0.8, 0.7], [-0.6, 0.6, 1.0], [-3.5, 0.8, 0.2], [1.5, 0.1, 2.6], [1.4, -3.4, 2.1], [0.8, 2.5, -1.7], [-2.3, 1.8, -0.4], [2.9, -0.3, 0.9], [0.4, -1.0, -1.9], [-0.1, -2.0, -0.1], [-0.3, -1.1, -1.2], [0.4, 1.8, 0.3], [-1.3, 0.1, 1.6], [-0.2, 2.0, -3.3], [1.0, -1.1, -2.1], [-1.7, -0.6, 2.1], [-0.7, 0.7, -0.8]]}


{"formula": "C4H10NOS", "method": "ωB97M-V/def2-TZVPD", "e_homo_ha": -0.4707, "homo_lumo_gap_ha": 0.33531, "lumo_energy_ha": -0.135, "e_above_lowest_ev": 1.6696, "smiles": "[NH3+][C@@H](C=O)CCS", "total_energy_ev": -18675.4365, "charge": 1, "elements": ["S", "O", "N", "C", "C", "C", "C", "H", "H", "H", "H", "H", "H", "H", "H", "H", "H"], "xyz": [[-1.504, -1.488, -1.906], [0.642, -0.748, 2.305], [1.820, 0.910, 0.660], [-1.615, -0.207, -0.574], [0.872, -0.116, 0.072], [0.444, -1.064, 1.177], [-0.407, 0.708, -0.356], [1.353, -0.540, -0.803], [2.628, 1.060, 0.062], [0.107, -2.051, 0.834], [2.166, 0.732, 1.607], [-0.741, 1.474, 0.345], [-0.076, 1.193, -1.276], [1.369, 1.820, 0.697], [-1.820, -0.732, 0.353], [-2.488, 0.405, -0.797], [-2.751, -1.358, -2.400]], "forces_ev_per_a": [[0.3, 0.4, 0.2], [-0.2, 0.1, 1.0], [0.5, 0.4, -0.3], [-0.4, -0.2, -0.4], [-1.4, 1.6, 0.6], [1.5, -0.5, -1.0], [0.6, -1.2, -1.3], [-0.1, -0.4, 0.1], [0.3, -0.2, -0.1], [-0.5, 0.0, 0.2], [-0.3, -0.6, 0.2], [0.5, -0.1, 0.4], [-0.5, 0.2, -0.2], [-0.3, 0.2, 0.1], [-0.2, 0.0, 0.2], [0.1, 0.0, 0.0], [0.2, 0.1, 0.2]]}


{"formula": "C4H10NOS2", "method": "ωB97M-V/def2-TZVPD", "e_homo_ha": -0.4903, "homo_lumo_gap_ha": 0.33954, "lumo_energy_ha": -0.151, "e_above_lowest_ev": 2.1956, "total_energy_ev": -29508.7536, "charge": 1, "elements": ["S", "S", "O", "N", "C", "C", "C", "C", "H", "H", "H", "H", "H", "H", "H", "H", "H", "H"], "xyz": [[2.414, -0.489, -1.406], [3.195, -0.208, 1.363], [-0.205, 0.821, -1.341], [-0.564, 1.073, 1.273], [1.935, -0.339, 0.237], [-2.203, -0.365, -0.595], [-0.375, -0.133, 0.812], [-0.691, -0.295, -0.656], [-0.225, -0.957, 1.539], [-0.158, 1.351, 2.198], [2.354, 0.113, 2.355], [-2.371, -1.084, 0.199], [-2.645, -0.745, -1.450], [-2.683, 0.655, -0.372], [-0.488, 0.692, -2.275], [-0.398, -1.341, -0.993], [-0.677, 1.731, 0.544], [3.784, -0.481, -1.432]], "forces_ev_per_a": [[-0.2, -0.1, 0.8], [-0.8, 0.1, -0.3], [-0.2, -0.6, -1.1], [1.2, -0.7, 1.9], [1.3, 0.1, -1.0], [-0.4, 1.9, 1.5], [1.8, -0.2, -0.1], [-1.2, -1.7, 0.9], [-0.3, 0.5, -0.8], [-1.1, -0.2, -1.3], [0.2, -0.1, 0.4], [-0.8, 0.0, 0.3], [-0.7, -0.7, -1.9], [0.7, -1.6, -0.1], [0.3, 0.5, 0.7], [0.4, 1.5, 0.1], [0.0, 1.4, -0.5], [-0.4, -0.1, 0.4]]}


{"formula": "C4H10NP", "method": "ωB97M-V/def2-TZVPD", "e_homo_ha": -0.3289, "homo_lumo_gap_ha": 0.36465, "lumo_energy_ha": 0.036, "e_above_lowest_ev": 1.4668, "smiles": "C/N=C(/C)CP", "total_energy_ev": -15086.8308, "elements": ["P", "N", "C", "C", "C", "C", "H", "H", "H", "H", "H", "H", "H", "H", "H", "H"], "xyz": [[1.952, -0.569, -0.336], [-1.171, -0.720, -0.454], [0.648, 0.374, 0.644], [-1.387, 1.726, -0.375], [-0.663, 0.383, -0.084], [-0.595, -2.028, -0.215], [2.903, 0.473, -0.503], [-1.483, -2.854, -0.141], [-2.559, 1.642, -0.467], [0.958, 1.534, 0.814], [-0.909, 2.187, -1.257], [0.609, 0.022, 1.691], [1.526, -0.383, -1.640], [0.036, -2.232, -1.012], [-0.074, -2.000, 0.673], [-1.183, 2.356, 0.560]], "forces_ev_per_a": [[1.1, 0.3, 0.9], [-1.5, 0.7, -0.7], [1.3, 3.8, 0.4], [-0.7, -0.3, 1.6], [-1.0, -1.2, 0.0], [-4.3, -0.4, 0.1], [-0.1, 0.0, 0.2], [2.2, 2.0, -0.3], [2.6, -0.1, -0.1], [-0.4, -2.7, -0.6], [-0.4, 0.0, 0.4], [-0.2, -0.3, -0.6], [-0.6, 0.2, -0.5], [1.1, -0.9, -1.5], [1.3, -0.6, 2.1], [-0.3, -0.5, -1.5]]}


{"formula": "C4H10NP", "method": "ωB97M-V/def2-TZVPD", "e_homo_ha": [-0.3157, -0.2846], "homo_lumo_gap_ha": [0.30324, 0.27664], "lumo_energy_ha": [-0.012, -0.008], "e_above_lowest_ev": 3.2408, "total_energy_ev": -15085.0568, "elements": ["P", "N", "C", "C", "C", "C", "H", "H", "H", "H", "H", "H", "H", "H", "H", "H"], "xyz": [[-0.338, 1.286, 0.080], [-1.177, -0.432, -1.630], [-2.457, -0.815, -1.280], [0.102, -0.051, 1.302], [2.473, 0.953, 0.977], [1.166, 0.371, 0.340], [-1.184, -0.030, -2.629], [-2.458, -1.201, -0.236], [0.349, 0.060, 2.347], [2.792, 0.084, 1.437], [1.457, -0.336, -0.466], [-2.679, -1.724, -1.962], [3.303, 1.251, 0.264], [-0.270, -1.110, 1.162], [-3.314, -0.068, -1.329], [2.233, 1.762, 1.624]], "forces_ev_per_a": [[-1.5, -1.2, -1.1], [2.8, 2.5, -0.8], [-2.6, -1.5, 0.5], [-0.1, -2.0, -0.9], [-0.8, 0.5, -2.7], [2.3, -0.4, -0.8], [0.1, -0.2, 2.1], [-0.1, 0.1, -0.6], [-0.3, 0.8, 0.2], [1.2, -1.3, 1.7], [-0.6, 0.4, 0.5], [-0.2, 1.2, 0.9], [-1.3, -0.2, 0.5], [0.1, 1.4, -0.2], [0.9, -0.7, -0.3], [0.1, 0.5, 0.8]]}


{"formula": "C4H10NS", "method": "ωB97M-V/def2-TZVPD", "e_homo_ha": -0.0874, "homo_lumo_gap_ha": 0.22381, "lumo_energy_ha": 0.136, "e_above_lowest_ev": 5.1279, "total_energy_ev": -16630.9834, "charge": -1, "elements": ["S", "N", "C", "C", "C", "C", "H", "H", "H", "H", "H", "H", "H", "H", "H", "H"], "xyz": [[-3.137, -0.806, 1.499], [1.745, -0.307, -0.515], [0.652, 0.743, 0.708], [-1.678, -0.506, 0.417], [-0.420, -0.231, 1.249], [1.241, -0.160, -1.915], [1.216, -1.033, -2.560], [0.020, 1.523, 0.278], [1.654, 0.706, -0.073], [-1.483, -1.304, -0.304], [-1.977, 0.389, -0.148], [0.013, -1.195, 1.522], [-0.766, 0.238, 2.177], [0.279, -0.019, -1.404], [1.160, 1.212, 1.556], [1.480, 0.751, -2.487]], "forces_ev_per_a": [[0.2, -0.4, -0.1], [1.9, 0.5, 0.7], [-3.6, -1.3, 0.9], [-0.3, 0.7, 0.1], [0.4, -0.1, 0.3], [-2.2, 1.4, 2.2], [0.3, -0.3, 0.6], [0.5, 0.2, -0.9], [2.3, 0.1, -1.2], [-0.1, -0.1, 0.1], [0.4, 0.0, -0.2], [0.2, 0.2, 0.1], [-0.1, -0.1, 0.0], [-1.3, 0.0, -2.5], [0.9, -0.5, -0.4], [0.5, -0.3, 0.2]]}


{"formula": "C4H10NS", "method": "ωB97M-V/def2-TZVPD", "e_homo_ha": -0.0847, "homo_lumo_gap_ha": 0.21725, "lumo_energy_ha": 0.133, "e_above_lowest_ev": 0.4228, "smiles": "CCNCC[S-]", "total_energy_ev": -16635.6885, "charge": -1, "elements": ["S", "N", "C", "C", "C", "C", "H", "H", "H", "H", "H", "H", "H", "H", "H", "H"], "xyz": [[-1.718, 1.464, -1.779], [1.171, -0.720, 0.194], [-0.951, 0.026, -0.977], [0.440, 0.409, -0.438], [0.916, -0.647, 1.693], [1.682, -1.664, 2.445], [2.769, -1.523, 2.442], [-0.846, -0.852, -1.623], [0.386, 1.304, 0.182], [0.613, -1.534, -0.070], [1.322, -1.743, 3.477], [-1.627, -0.386, -0.167], [1.525, -2.606, 1.899], [-0.151, -0.786, 1.907], [1.149, 0.412, 1.818], [1.014, 0.732, -1.322]], "forces_ev_per_a": [[-0.2, -0.1, -0.1], [-1.0, -0.2, 1.6], [-0.5, 0.0, 1.1], [0.1, -0.5, -1.5], [-0.3, 1.2, -2.2], [0.7, -0.7, 0.1], [-0.2, 0.2, 0.0], [0.2, 0.1, -0.4], [-0.1, -0.2, 0.3], [0.4, -0.1, -0.3], [0.1, -0.2, -0.1], [0.7, 0.6, -0.3], [-0.1, -0.1, 0.5], [0.0, 0.2, 0.0], [0.2, -0.2, 1.1], [-0.1, -0.1, 0.2]]}


{"formula": "C4H10NS", "method": "ωB97M-V/def2-TZVPD", "e_homo_ha": -0.5298, "homo_lumo_gap_ha": 0.37988, "lumo_energy_ha": -0.150, "e_above_lowest_ev": 0.7503, "total_energy_ev": -16628.2158, "charge": 1, "elements": ["S", "N", "C", "C", "C", "C", "H", "H", "H", "H", "H", "H", "H", "H", "H", "H"], "xyz": [[-2.064, -0.596, 0.074], [0.416, 0.461, 0.027], [0.312, -1.931, -0.168], [1.886, 0.313, -0.089], [-2.520, 1.178, 0.092], [-0.379, -0.595, -0.052], [0.885, -1.863, -1.112], [2.332, 0.738, -0.977], [0.847, -2.054, 0.812], [-2.060, 1.691, -0.666], [2.213, 0.786, 0.746], [0.213, 1.477, 0.318], [-0.351, -2.770, -0.170], [2.154, -0.780, -0.069], [-2.467, 1.666, 1.092], [-3.587, 1.221, -0.056]], "forces_ev_per_a": [[-0.2, 0.7, 0.0], [0.3, 1.1, -0.2], [-0.1, 0.7, 0.5], [-0.8, -2.7, -1.5], [-1.3, -1.1, 2.8], [0.4, 1.0, 0.7], [0.1, -0.7, 0.8], [-0.4, 0.3, -0.3], [0.3, 0.1, -1.2], [1.3, 1.3, -1.8], [1.7, 1.3, 2.4], [-0.7, -2.5, -0.8], [-0.8, -0.3, -0.4], [0.0, 1.6, 0.2], [0.7, -0.5, -0.6], [-0.4, -0.4, -0.5]]}


{"formula": "C4H10NSi", "method": "ωB97M-V/def2-TZVPD", "e_homo_ha": -0.5729, "homo_lumo_gap_ha": 0.45438, "lumo_energy_ha": -0.118, "e_above_lowest_ev": 0.0000, "smiles": "CC#[N+][SiH](C)C", "total_energy_ev": -13671.0797, "charge": 1, "elements": ["Si", "N", "C", "C", "C", "C", "H", "H", "H", "H", "H", "H", "H", "H", "H", "H"], "xyz": [[1.313, -0.081, -0.723], [-0.702, -0.108, -0.554], [-1.746, 0.057, -0.085], [1.593, 1.636, -0.084], [1.561, -1.722, 0.261], [-3.077, 0.161, 0.339], [1.819, -1.578, 1.353], [-3.773, 0.279, -0.406], [2.628, 1.961, -0.318], [-3.169, 1.150, 0.935], [1.376, -0.412, -2.129], [0.880, 2.341, -0.582], [2.468, -2.194, -0.061], [1.332, 1.729, 0.937], [0.788, -2.412, 0.152], [-3.292, -0.806, 0.965]], "forces_ev_per_a": [[-1.8, -1.7, 1.3], [-0.1, 0.6, 0.9], [2.2, -0.6, -2.1], [0.0, 0.4, -1.8], [2.0, 2.6, 1.4], [-0.1, 0.1, 4.6], [-0.8, 0.1, -1.0], [-1.4, -0.1, -2.2], [-0.6, 0.0, 0.4], [0.1, -1.8, -0.4], [0.2, 0.4, -0.5], [0.7, -0.6, -0.1], [0.6, -0.3, -0.7], [0.2, -0.1, 1.3], [-1.5, -0.9, -0.3], [0.1, 2.0, -0.9]]}


{"formula": "C4H10O", "method": "ωB97M-V/def2-TZVPD", "e_homo_ha": -0.3795, "homo_lumo_gap_ha": 0.40526, "lumo_energy_ha": 0.026, "e_above_lowest_ev": 1.4944, "smiles": "C=O.CCC", "total_energy_ev": -6356.3085, "elements": ["O", "C", "C", "C", "C", "H", "H", "H", "H", "H", "H", "H", "H", "H", "H"], "xyz": [[-2.823, 0.483, -0.139], [1.338, -0.128, 0.944], [1.410, 0.590, -0.434], [-2.508, -0.395, 0.622], [0.195, 0.136, -1.247], [2.107, 0.271, 1.604], [-2.384, -1.419, 0.243], [0.451, -0.881, -1.578], [0.041, 0.768, -2.120], [-0.708, -0.007, -0.648], [2.320, 0.262, -0.936], [0.347, 0.050, 1.388], [1.413, 1.656, -0.249], [-2.472, -0.167, 1.694], [1.272, -1.218, 0.856]], "forces_ev_per_a": [[0.0, -0.1, 0.1], [-0.8, 0.5, -0.5], [-0.8, -1.2, 1.1], [-1.2, 0.6, -0.4], [0.8, -0.7, -0.1], [0.0, -0.6, 0.2], [0.3, -0.2, 0.3], [-0.2, 0.2, -0.3], [-0.3, -0.1, 0.0], [0.5, 0.7, -0.4], [0.1, 0.4, -0.1], [0.2, 0.6, 0.1], [0.1, 0.3, -0.2], [0.3, -0.4, 0.3], [0.9, 0.0, -0.1]]}


{"formula": "C4H10O", "method": "ωB97M-V/def2-TZVPD", "e_homo_ha": -0.3460, "homo_lumo_gap_ha": 0.38299, "lumo_energy_ha": 0.037, "e_above_lowest_ev": 1.0776, "smiles": "C/C=C/C.O", "total_energy_ev": -6356.7253, "elements": ["O", "C", "C", "C", "C", "H", "H", "H", "H", "H", "H", "H", "H", "H", "H"], "xyz": [[2.338, -1.705, -0.311], [-1.274, -0.182, 1.815], [-0.080, 1.233, -1.597], [-0.170, 0.492, -0.298], [-1.213, 0.568, 0.510], [-0.997, 1.701, -1.971], [-2.117, 0.108, 2.430], [0.634, 2.070, -1.583], [-0.398, -0.008, 2.439], [0.320, 0.559, -2.368], [1.633, -2.346, -0.426], [0.643, -0.191, -0.113], [-1.352, -1.261, 1.682], [1.961, -0.844, -0.524], [-2.052, 1.188, 0.225]], "forces_ev_per_a": [[0.4, 0.0, 0.0], [-0.1, -0.1, 0.3], [0.7, 0.3, -0.7], [-0.6, 0.6, -0.9], [0.4, -0.5, 0.6], [-0.1, -0.4, 0.3], [-0.3, 0.1, 0.0], [0.1, -0.2, 0.3], [0.2, 0.0, -0.2], [-0.3, 0.1, 0.0], [-0.1, 0.0, -0.1], [-0.2, 0.2, 0.6], [0.0, -0.1, -0.2], [0.3, -0.4, -0.1], [-0.1, 0.1, 0.0]]}